1 | Computed, not measured: one molecule with the formula C3H4FN, with the ωB97M-V functional and the def2-TZVPD basis.

## Properties
- Kohn-Sham gap: 10.9 eV
- Structure (SMILES): C#CCNF
- M: 73.1 g mol⁻¹
- Spin multiplicity: 1

```
9
Properties=species:S:1:pos:R:3:lowdin_charge:R:1
C 0.53 -1.82 -0.52 0.147
C 0.14 -0.76 -0.09 -0.126
C -0.04 0.53 0.52 -0.195
N -0.87 1.34 -0.48 -0.012
F -1.20 2.57 0.18 -0.146
H 0.91 -2.60 -1.01 -0.013
H 0.91 0.87 0.57 0.071
H -0.53 0.72 1.54 0.156
H -0.43 1.73 -1.33 0.118
```

=====

2 | Computed, not measured: one molecule with the formula C3H4FN, with the ωB97M-V functional and the def2-TZVPD basis.

## Properties
- Kohn-Sham gap: 9.5 eV
- Structure (SMILES): C=N/C=C/F
- M: 73.1 g mol⁻¹
- Spin multiplicity: 1

```
9
Properties=species:S:1:pos:R:3:lowdin_charge:R:1
C 1.81 0.04 -0.01 -0.030
N 0.72 -0.47 0.31 -0.014
C -0.56 -0.37 -0.25 -0.127
C -1.58 0.26 0.35 -0.104
F -2.85 0.11 -0.14 -0.035
H 2.64 -0.01 0.58 0.034
H 2.10 0.64 -0.85 0.074
H -0.59 -0.93 -1.20 0.131
H -1.69 0.74 1.22 0.072
```

=====

3 | Computed, not measured: a 2-piece molecular cluster, C3H4FN overall, with the ωB97M-V functional and the def2-TZVPD basis.

## Properties
- Kohn-Sham gap (spin up / spin down): 7.8 / 7.8 eV
- M: 73.1 g mol⁻¹
- Spin multiplicity: 1

```
9
Properties=species:S:1:pos:R:3:lowdin_charge:R:1
C -1.54 0.98 0.11 -0.102
C -0.65 -1.31 0.30 0.086
C 2.45 -0.61 -0.15 0.096
N -1.24 -0.22 0.17 -0.154
F 2.36 0.72 0.07 -0.109
H -1.77 1.55 -0.87 0.095
H -1.50 1.68 1.04 0.100
H -1.01 -2.27 0.48 0.010
H 2.89 -0.52 -1.15 -0.023
```

=====

The structure with the greatest stability is 2.

=====

1 | Computed, not measured: a 2-piece molecular cluster, C3H2N2S overall, with the ωB97M-V functional and the def2-TZVPD basis.

## Properties
- Kohn-Sham gap (spin up / spin down): 8.8 / 8.8 eV
- M: 98.1 g mol⁻¹
- Spin multiplicity: 1

```
8
Properties=species:S:1:pos:R:3:lowdin_charge:R:1
C 0.33 -1.33 0.16 -0.337
C -0.95 0.28 -1.43 -0.186
C 0.52 0.10 0.20 -0.459
N 0.21 -2.46 0.07 0.197
N -1.94 -0.01 -1.85 0.017
S -0.19 0.93 1.62 0.822
H 1.41 0.51 -0.10 0.037
H 0.61 1.99 1.32 -0.091
```

=====

2 | Computed, not measured: one molecule with the formula C3H2N2S, with the ωB97M-V functional and the def2-TZVPD basis.

## Properties
- Kohn-Sham gap: 9.5 eV
- Structure (SMILES): S=C=N[C@@H]1C=N1
- M: 98.1 g mol⁻¹
- Spin multiplicity: 1

```
8
Properties=species:S:1:pos:R:3:lowdin_charge:R:1
S 3.44 -0.41 -0.03 0.676
C 1.89 -0.10 0.02 -0.777
N 0.72 0.04 -0.20 0.075
C -0.52 0.08 0.46 -0.300
C -1.65 0.03 -0.49 -0.023
N -1.42 1.14 0.00 0.171
H -0.37 -0.29 1.42 0.115
H -2.09 -0.49 -1.18 0.063
```

=====

The structure with the greatest stability is 2.

=====

1 | Computed, not measured: one molecule with the formula C3H2N2O, with the ωB97M-V functional and the def2-TZVPD basis.

## Properties
- Kohn-Sham gap: 9.5 eV
- Structure (SMILES): O=C=NN1C=C1
- M: 82.1 g mol⁻¹
- Spin multiplicity: 1

```
8
Properties=species:S:1:pos:R:3:lowdin_charge:R:1
O 2.92 -0.87 0.27 0.149
C 1.92 -0.35 -0.04 -0.308
N 1.06 0.47 -0.28 0.096
N -0.24 0.40 -0.76 -0.103
C -1.07 -0.46 -0.09 -0.075
C -1.38 0.77 0.18 0.073
H -1.31 -1.42 -0.15 0.061
H -1.90 1.46 0.86 0.106
```

=====

2 | Computed, not measured: a 2-piece molecular cluster, C3H2N2O overall, with the ωB97M-V functional and the def2-TZVPD basis.

## Properties
- Kohn-Sham gap (spin up / spin down): 9.6 / 7.8 eV
- M: 82.1 g mol⁻¹
- Spin multiplicity: 1

```
8
Properties=species:S:1:pos:R:3:lowdin_charge:R:1
C -1.61 0.28 -0.10 -0.207
C 0.87 -0.78 0.00 -0.490
C -0.37 -0.18 0.11 -0.199
N -2.75 0.47 -0.05 0.186
N 0.60 0.13 1.01 0.218
O 1.76 -1.40 -0.43 0.147
H 0.46 0.50 -1.92 0.178
H 1.03 0.99 1.37 0.167
```

=====

The structure with the greatest stability is 1.

=====

1 | Computed, not measured: one molecule with the formula C3H2N2O, with the ωB97M-V functional and the def2-TZVPD basis.

## Properties
- Kohn-Sham gap: 9.6 eV
- Structure (SMILES): O=C=C1CN=N1
- M: 82.1 g mol⁻¹
- Spin multiplicity: 1

```
8
Properties=species:S:1:pos:R:3:lowdin_charge:R:1
O -2.92 -0.21 2.62 0.228
C -2.14 0.05 1.82 -0.133
C -1.27 0.52 1.06 -0.277
C -0.15 0.22 0.05 -0.145
N -0.15 1.66 -0.16 0.001
N -1.18 1.85 0.58 0.069
H 0.84 -0.02 0.54 0.125
H -0.45 -0.25 -0.93 0.131
```

=====

2 | Computed, not measured: one molecule with the formula C3H2N2O, with the ωB97M-V functional and the def2-TZVPD basis.

## Properties
- Kohn-Sham gap: 9.7 eV
- Structure (SMILES): C=C=C1N=[N+]1[O-]
- M: 82.1 g mol⁻¹
- Spin multiplicity: 1

```
8
Properties=species:S:1:pos:R:3:lowdin_charge:R:1
C 1.69 -0.10 0.07 0.001
C 0.55 -0.69 0.09 -0.090
C -0.66 -0.40 -0.14 -0.139
N -1.12 1.01 0.03 0.268
N -1.97 0.10 -0.07 -0.279
O -3.16 -0.12 0.10 0.061
H 2.16 0.22 -0.93 0.096
H 2.51 -0.01 0.84 0.083
```

=====

The structure with the greatest stability is 1.

=====

1 | Computed, not measured: C3H2N2O as an isolated structure, with the ωB97M-V functional and the def2-TZVPD basis.

## Properties
- Kohn-Sham gap: 10.4 eV
- M: 82.1 g mol⁻¹
- Spin multiplicity: 1

```
8
Properties=species:S:1:pos:R:3:lowdin_charge:R:1
C -0.23 1.58 1.03 -0.114
C 0.80 -1.14 -0.56 0.098
C -1.05 0.33 -0.16 -0.391
N 0.27 2.21 1.83 0.048
N -0.30 -0.74 -0.06 0.090
O -2.15 0.45 -0.65 0.121
H 1.19 -2.01 -0.21 0.057
H 1.48 -0.68 -1.22 0.091
```

=====

2 | Computed, not measured: one molecule with the formula C3H2N2O, with the ωB97M-V functional and the def2-TZVPD basis.

## Properties
- Kohn-Sham gap: 10.8 eV
- Structure (SMILES): N#C[C@H]1NC1=O
- M: 82.1 g mol⁻¹
- Spin multiplicity: 1

```
8
Properties=species:S:1:pos:R:3:lowdin_charge:R:1
N 1.20 1.23 2.02 0.168
C 0.92 0.57 1.14 -0.181
C 0.55 -0.29 0.04 -0.085
N -0.97 -0.77 -0.27 0.153
C -0.43 0.29 -0.96 -0.494
O -0.61 1.08 -1.82 0.145
H 1.17 -1.03 -0.43 0.129
H -1.84 -1.08 0.27 0.165
```

=====

The structure with the greatest stability is 2.

=====

1 | Computed, not measured: a 3-piece molecular cluster, C3H13NO2 overall, with the ωB97M-V functional and the def2-TZVPD basis.

## Properties
- Kohn-Sham gap: 10.0 eV
- Structure (SMILES): CN(C)C.O.O
- M: 95.1 g mol⁻¹
- Spin multiplicity: 1

```
19
Properties=species:S:1:pos:R:3:lowdin_charge:R:1
C -0.34 0.27 0.41 -0.130
N 1.07 0.29 0.18 -0.349
C 1.61 1.47 -0.75 -0.067
C 1.48 -1.04 -0.42 -0.098
H -0.58 1.23 0.60 0.044
H -0.99 -0.15 -0.40 0.103
H -0.45 -0.36 1.18 0.043
H 2.54 1.79 -0.24 0.060
H 0.75 2.26 -0.73 0.096
H 1.93 1.38 -1.87 0.090
H 2.61 -0.73 -0.56 0.107
H 1.36 -1.69 0.47 0.092
H 1.08 -1.20 -1.45 0.086
O -6.38 -1.31 -1.63 -0.069
H -5.52 -1.66 -1.70 -0.008
H -6.89 -1.96 -1.05 0.076
O 2.22 0.16 2.90 -0.112
H 2.55 1.03 3.14 0.017
H 1.95 0.22 1.92 0.019
```

=====

2 | Computed, not measured: a 3-piece molecular cluster, C3H13NO2 overall, with the ωB97M-V functional and the def2-TZVPD basis.

## Properties
- Kohn-Sham gap: 9.7 eV
- Structure (SMILES): CN(C)C.O.O
- M: 95.1 g mol⁻¹
- Spin multiplicity: 1

```
19
Properties=species:S:1:pos:R:3:lowdin_charge:R:1
C 0.71 0.16 1.83 -0.133
N 1.10 -0.35 0.49 -0.291
C 1.76 0.81 -0.16 -0.134
C 2.09 -1.41 0.70 -0.132
H 1.56 0.60 2.39 0.088
H 0.59 -0.76 2.44 0.073
H -0.22 0.71 1.84 0.076
H 2.72 1.05 0.31 0.072
H 1.85 0.63 -1.23 0.082
H 1.18 1.71 0.11 0.078
H 3.10 -0.95 0.65 0.079
H 2.01 -2.21 -0.06 0.080
H 2.13 -1.94 1.64 0.067
O -5.13 1.91 -2.10 -0.050
H -4.61 1.72 -1.31 0.038
H -4.91 2.79 -2.36 0.012
O -2.28 -1.65 -1.68 -0.047
H -1.50 -2.10 -1.99 0.021
H -2.13 -0.73 -1.52 0.019
```

=====

3 | Computed, not measured: a 4-piece molecular cluster, C3H13NO2 overall, with the ωB97M-V functional and the def2-TZVPD basis.

## Properties
- Kohn-Sham gap: 6.2 eV
- M: 95.1 g mol⁻¹
- Spin multiplicity: 1

```
19
Properties=species:S:1:pos:R:3:lowdin_charge:R:1
C -2.16 -0.94 0.03 -0.083
C -0.78 -0.29 0.02 -0.487
C -0.95 1.12 0.65 -0.067
N -0.28 -0.19 -1.34 0.067
H -2.08 -2.02 -0.16 0.075
H -2.81 -0.48 -0.71 0.073
H -2.68 -0.86 0.98 0.072
H -0.08 -0.86 0.62 0.127
H -1.72 1.70 0.15 0.077
H 0.02 1.62 0.54 0.064
H -1.15 1.06 1.72 0.082
H 0.66 0.18 -1.31 -0.044
H -0.89 0.35 -1.94 0.092
H 2.00 -0.84 -1.55 0.353
H 3.45 -0.12 1.79 0.028
O 2.51 -0.25 1.63 -0.105
H 2.42 0.19 0.75 -0.045
H 2.34 -0.17 -1.10 -0.076
O 2.15 0.78 -0.76 -0.203
```

=====

4 | Computed, not measured: a 3-piece molecular cluster, C3H13NO2 overall, with the ωB97M-V functional and the def2-TZVPD basis.

## Properties
- Kohn-Sham gap: 9.0 eV
- Structure (SMILES): CCNC.O.O
- M: 95.1 g mol⁻¹
- Spin multiplicity: 1

```
19
Properties=species:S:1:pos:R:3:lowdin_charge:R:1
C -0.42 -1.54 -0.72 -0.084
C 0.93 -1.12 -0.08 -0.283
N 1.35 0.15 -0.69 -0.139
C 2.17 1.01 0.17 -0.136
H -0.47 -2.63 -0.69 0.068
H -0.41 -1.23 -1.76 0.070
H -1.27 -1.18 -0.15 0.036
H 1.72 -1.84 -0.29 0.105
H 0.79 -0.97 0.99 0.081
H 0.53 0.65 -0.99 0.070
H 2.25 0.66 1.20 0.070
H 3.18 1.13 -0.24 0.068
H 1.75 2.00 0.16 0.068
O -2.75 1.13 -0.25 -0.025
H -3.26 0.79 -0.97 0.058
H -2.53 2.04 -0.45 0.058
O -1.31 0.14 1.87 -0.049
H -1.84 0.46 1.13 -0.019
H -0.41 0.36 1.77 -0.017
```

=====

The structure with the greatest stability is 4.